1.
{"formula": "C16H44FO9PS6", "method": "ωB97M-V with the def2-TZVPD basis set", "symbols": ["O", "P", "O", "O", "C", "C", "C", "F", "O", "C", "C", "C", "S", "H", "H", "H", "H", "H", "H", "H", "H", "H", "H", "H", "H", "H", "H", "C", "S", "O", "C", "H", "H", "H", "H", "H", "H", "C", "S", "O", "C", "H", "H", "H", "H", "H", "H", "C", "S", "O", "C", "H", "H", "H", "H", "H", "H", "C", "S", "O", "C", "H", "H", "H", "H", "H", "H", "C", "S", "O", "C", "H", "H", "H", "H", "H", "H"], "coordinates": [[0.652, -4.264, -0.385], [0.773, -2.787, -1.020], [1.367, -3.021, -2.646], [-0.855, -2.173, -1.105], [-0.969, -0.804, -0.578], [-2.580, -0.502, -0.289], [-2.807, 1.154, -0.329], [-2.852, 1.637, -1.735], [1.844, -1.904, 0.031], [2.512, -0.787, -0.653], [2.211, 0.698, -0.028], [2.642, 0.897, 1.540], [3.835, -0.383, 2.208], [1.381, -3.993, -2.909], [-0.399, -0.639, 0.457], [-0.633, 0.028, -1.365], [-3.291, -1.012, -1.085], [-2.854, -0.812, 0.828], [-1.891, 1.688, 0.204], [-3.782, 1.482, 0.273], [3.683, -1.016, -0.610], [2.265, -0.716, -1.816], [2.803, 1.473, -0.716], [1.073, 1.038, -0.110], [1.648, 0.996, 2.163], [3.198, 1.952, 1.599], [3.074, -1.251, 3.057], [-0.781, 5.515, 1.035], [-0.030, 4.205, 2.030], [-0.822, 2.953, 1.799], [-0.531, 4.877, 3.633], [-0.624, 5.282, -0.021], [-1.853, 5.572, 1.237], [-0.304, 6.470, 1.268], [-1.619, 4.972, 3.676], [-0.063, 5.853, 3.783], [-0.197, 4.193, 4.416], [-3.988, -2.316, -3.717], [-5.205, -0.979, -3.787], [-6.023, -1.048, -2.532], [-6.195, -1.696, -5.121], [-3.279, -2.098, -2.915], [-4.487, -3.266, -3.511], [-3.452, -2.372, -4.667], [-6.558, -2.684, -4.828], [-5.588, -1.772, -6.025], [-7.047, -1.040, -5.312], [8.047, -4.470, 1.546], [6.830, -3.133, 1.476], [6.012, -3.202, 2.732], [5.841, -3.850, 0.143], [8.757, -4.252, 2.348], [7.548, -5.420, 1.752], [8.583, -4.526, 0.596], [5.477, -4.838, 0.436], [6.448, -3.926, -0.762], [4.989, -3.193, -0.049], [1.355, 9.887, 2.266], [2.106, 8.577, 3.261], [1.313, 7.325, 3.030], [1.604, 9.249, 4.864], [1.512, 9.654, 1.210], [0.282, 9.944, 2.468], [1.831, 10.842, 2.499], [0.517, 9.344, 4.907], [2.073, 10.225, 5.014], [1.939, 8.565, 5.647], [-3.966, -6.615, -0.828], [-3.255, -6.124, -2.418], [-4.314, -5.378, -3.174], [-3.170, -7.794, -3.108], [-4.144, -5.715, -0.235], [-4.913, -7.137, -0.986], [-3.264, -7.263, -0.299], [-4.165, -8.244, -3.126], [-2.493, -8.404, -2.505], [-2.784, -7.729, -4.128]], "homo_energy_ev": -8.20, "orbital_gap_ev": 8.364, "relative_energy_kcal_mol": 130.4, "lumo_ev": 0.167}

=====

2.
{"formula": "C2H14N2O4", "method": "ωB97M-V with the def2-TZVPD basis set", "symbols": ["C", "N", "C", "N", "H", "H", "H", "H", "H", "H", "H", "H", "O", "H", "H", "O", "H", "H", "O", "H", "H", "O"], "coordinates": [[-1.906, 0.010, 1.292], [-0.526, 0.417, 1.178], [-0.239, 1.442, 0.196], [-0.602, 1.149, -1.194], [-2.504, 0.223, 0.394], [-1.964, -1.062, 1.435], [-2.389, 0.550, 2.117], [0.035, -0.440, 1.025], [0.815, 1.687, 0.259], [-0.688, 2.340, 0.642], [0.210, -3.151, 0.068], [-0.777, -2.203, -0.558], [-0.326, -2.387, 0.318], [3.615, 1.974, -1.173], [-1.585, -2.124, -2.309], [-1.445, -1.415, -1.648], [0.277, 1.186, -1.702], [2.597, 0.680, 0.150], [2.807, 1.427, -1.126], [-0.923, 0.172, -1.269], [3.153, -0.493, 1.051], [2.365, 0.019, 0.853]], "homo_energy_ev": [-13.98, -14.41], "orbital_gap_ev": [6.760, 6.909], "relative_energy_kcal_mol": 148.4, "charge": 1, "spin_multiplicity": 2, "lumo_ev": [-7.218, -7.502]}

=====

3.
{"formula": "C3H5O5", "method": "ωB97M-V with the def2-TZVPD basis set", "symbols": ["C", "C", "C", "O", "O", "O", "O", "O", "H", "H", "H", "H", "H"], "coordinates": [[3.984, -0.220, -0.038], [0.244, -0.393, -0.911], [-0.722, -0.119, 0.286], [4.282, 0.301, -1.024], [3.889, -0.692, 1.019], [1.604, 0.190, -0.465], [-2.020, -0.491, -0.167], [-0.225, -0.836, 1.286], [0.007, 0.105, -1.929], [-0.821, 1.002, 0.689], [1.575, 1.122, -0.041], [-1.752, -0.759, -1.138], [0.126, -1.687, 0.933]], "homo_energy_ev": -2.19, "orbital_gap_ev": 5.657, "relative_energy_kcal_mol": 55.3, "charge": -1, "lumo_ev": 3.469}

=====

4.
{"formula": "C26H55N5OPPd", "method": "ωB97M-V with the def2-TZVPD basis set", "symbols": ["Pd", "N", "C", "C", "C", "N", "C", "C", "N", "C", "H", "H", "H", "H", "H", "H", "H", "H", "H", "H", "H", "H", "H", "H", "H", "H", "C", "C", "C", "C", "C", "C", "P", "C", "C", "C", "C", "C", "C", "C", "C", "C", "C", "C", "C", "H", "H", "H", "H", "H", "H", "H", "H", "H", "H", "H", "H", "H", "H", "H", "H", "H", "H", "H", "H", "H", "H", "H", "H", "H", "H", "H", "H", "H", "H", "H", "H", "H", "C", "N", "C", "N", "O", "H", "H", "H", "H", "H", "H"], "coordinates": [[0.580, 0.523, 0.974], [3.224, 0.122, 1.803], [4.158, 1.173, 2.231], [3.477, 2.066, 3.267], [2.373, 2.967, 2.724], [1.118, 2.216, 2.462], [2.857, 3.750, 1.500], [3.599, 2.938, 0.438], [2.594, 2.178, -0.375], [4.638, 2.000, 1.039], [2.843, -0.354, 2.613], [3.689, -0.591, 1.252], [2.200, 1.437, 0.243], [5.051, 0.739, 2.697], [4.243, 2.717, 3.699], [3.104, 1.459, 4.097], [2.165, 3.716, 3.497], [0.363, 2.878, 2.302], [0.871, 1.718, 3.312], [3.557, 4.510, 1.854], [2.024, 4.287, 1.040], [4.088, 3.624, -0.255], [2.981, 1.732, -1.203], [1.768, 2.772, -0.625], [5.461, 2.634, 1.380], [5.063, 1.351, 0.267], [1.377, -5.007, -0.333], [1.918, -3.956, -1.310], [1.434, -2.543, -0.953], [0.031, -2.592, -0.345], [0.114, -3.299, 1.023], [1.188, -4.399, 1.049], [-0.695, -0.915, -0.162], [-2.353, -1.153, 0.624], [-3.228, -2.303, 0.081], [-4.344, -2.684, 1.066], [-4.834, -1.455, 1.819], [-3.717, -0.905, 2.719], [-2.322, -1.201, 2.153], [-1.163, -0.344, -1.860], [-0.066, 0.517, -2.509], [-0.451, 0.856, -3.943], [-0.467, -0.406, -4.821], [-0.725, -1.670, -3.995], [-1.703, -1.404, -2.856], [2.047, -5.868, -0.295], [0.415, -5.390, -0.686], [1.609, -4.202, -2.329], [3.010, -3.973, -1.312], [1.473, -1.906, -1.838], [2.100, -2.077, -0.217], [-0.606, -3.185, -1.010], [-0.860, -3.727, 1.270], [0.329, -2.555, 1.799], [0.913, -5.162, 1.778], [2.139, -3.982, 1.393], [-2.842, -0.204, 0.356], [-2.616, -3.183, -0.129], [-3.674, -2.007, -0.870], [-3.977, -3.423, 1.784], [-5.159, -3.168, 0.525], [-5.720, -1.682, 2.412], [-5.145, -0.696, 1.093], [-3.797, -1.342, 3.717], [-3.839, 0.174, 2.851], [-1.987, -2.188, 2.477], [-1.587, -0.488, 2.538], [-1.979, 0.354, -1.632], [0.897, -0.005, -2.502], [0.067, 1.418, -1.906], [0.226, 1.604, -4.360], [-1.442, 1.321, -3.931], [0.481, -0.503, -5.353], [-1.237, -0.308, -5.589], [0.214, -2.051, -3.583], [-1.109, -2.465, -4.637], [-1.946, -2.338, -2.351], [-2.648, -1.048, -3.278], [-3.103, 4.810, -0.831], [-1.688, 4.663, -1.087], [-0.880, 3.734, -0.525], [-1.448, 2.872, 0.359], [0.331, 3.716, -0.798], [-3.488, 5.610, -1.458], [-3.310, 5.069, 0.210], [-3.652, 3.902, -1.093], [-1.210, 5.321, -1.678], [-2.449, 2.857, 0.457], [-0.934, 1.999, 0.579]], "homo_energy_ev": -9.57, "orbital_gap_ev": 7.532, "charge": 1, "lumo_ev": -2.039}

=====

5.
{"formula": "C4H12N4O8", "method": "ωB97M-V with the def2-TZVPD basis set", "symbols": ["C", "N", "O", "O", "H", "H", "H", "C", "N", "O", "O", "H", "H", "H", "C", "N", "O", "O", "H", "H", "H", "C", "N", "O", "O", "H", "H", "H"], "coordinates": [[-10.203, -10.769, 17.224], [-11.340, -11.128, 16.369], [-12.046, -10.223, 15.857], [-11.401, -12.308, 16.036], [-9.520, -11.619, 17.208], [-10.510, -10.608, 18.257], [-9.713, -9.864, 16.864], [-15.009, -11.935, 13.964], [-16.281, -12.485, 14.507], [-16.036, -13.468, 15.163], [-17.367, -11.986, 14.169], [-14.562, -11.331, 14.754], [-15.092, -11.523, 12.958], [-14.216, -12.681, 13.914], [-14.200, -13.498, 17.614], [-14.152, -14.582, 18.592], [-15.087, -15.406, 18.617], [-13.176, -14.632, 19.310], [-15.225, -13.128, 17.575], [-13.922, -13.837, 16.616], [-13.596, -12.609, 17.798], [-20.863, -12.884, 12.750], [-21.619, -11.999, 11.886], [-21.439, -10.773, 11.989], [-22.126, -12.504, 10.846], [-21.461, -13.125, 13.629], [-19.977, -12.298, 12.992], [-20.625, -13.836, 12.274]], "homo_energy_ev": [-1.02, -4.48], "orbital_gap_ev": [2.314, 5.771], "relative_energy_kcal_mol": 5.8, "charge": -1, "spin_multiplicity": 2, "lumo_ev": [1.294, 1.294]}

=====

6.
{"formula": "C31H28CsN9O2S2", "method": "ωB97M-V with the def2-TZVPD basis set", "symbols": ["Cs", "C", "C", "N", "C", "S", "N", "N", "C", "C", "C", "C", "C", "C", "C", "N", "H", "H", "H", "H", "H", "H", "H", "H", "H", "H", "H", "H", "H", "N", "C", "N", "C", "N", "N", "C", "C", "C", "C", "C", "C", "N", "C", "C", "C", "C", "C", "C", "H", "H", "H", "H", "H", "H", "H", "H", "H", "H", "H", "O", "C", "O", "C", "C", "C", "C", "C", "C", "S", "H", "H", "H", "H"], "coordinates": [[-0.395, 0.035, 0.514], [0.129, -7.292, -1.241], [-0.646, -6.495, -2.288], [-1.438, -5.431, -1.716], [-0.933, -4.169, -1.463], [-2.080, -2.942, -1.117], [0.379, -4.104, -1.455], [0.903, -2.848, -1.407], [2.027, -2.730, -0.796], [2.679, -3.856, -0.029], [2.714, -1.414, -0.843], [3.920, -1.202, -0.168], [4.516, 0.047, -0.198], [3.915, 1.060, -0.924], [2.736, 0.755, -1.594], [2.143, -0.431, -1.554], [0.723, -8.084, -1.706], [-0.555, -7.744, -0.520], [0.799, -6.618, -0.711], [-1.321, -7.159, -2.836], [0.062, -6.071, -3.006], [-2.437, -5.451, -1.796], [3.032, -3.519, 0.946], [3.534, -4.262, -0.580], [1.952, -4.649, 0.114], [4.380, -1.997, 0.401], [5.432, 0.226, 0.353], [4.314, 2.065, -0.968], [2.237, 1.522, -2.174], [1.313, 3.702, 2.499], [0.191, 3.435, 1.812], [0.042, 3.561, 0.520], [1.129, 3.921, -0.224], [1.171, 3.787, -1.528], [0.199, 2.957, -1.985], [-0.042, 2.968, -3.234], [-0.873, 1.921, -3.837], [-1.170, 1.978, -5.198], [-1.885, 0.944, -5.778], [-2.268, -0.124, -4.985], [-1.930, -0.097, -3.633], [-1.266, 0.900, -3.067], [2.311, 4.444, 0.460], [3.390, 5.029, -0.210], [4.532, 5.381, 0.477], [4.614, 5.137, 1.853], [3.561, 4.572, 2.533], [2.389, 4.231, 1.842], [1.394, 3.172, 3.424], [-0.651, 3.072, 2.403], [0.426, 3.706, -3.894], [-0.828, 2.823, -5.784], [-2.126, 0.967, -6.834], [-2.808, -0.969, -5.390], [-2.184, -0.926, -2.978], [3.301, 5.174, -1.278], [5.367, 5.833, -0.044], [5.519, 5.398, 2.391], [3.612, 4.379, 3.597], [1.194, 2.041, 4.537], [0.650, 1.083, 3.916], [0.877, 0.791, 2.718], [-0.340, 0.211, 4.653], [0.117, -0.952, 5.253], [-0.744, -1.794, 5.946], [-2.089, -1.453, 6.016], [-2.558, -0.309, 5.389], [-1.711, 0.556, 4.670], [-2.361, 1.924, 3.807], [1.171, -1.200, 5.177], [-0.378, -2.702, 6.412], [-2.784, -2.094, 6.550], [-3.613, -0.064, 5.423]], "homo_energy_ev": -1.18, "orbital_gap_ev": 5.075, "relative_energy_kcal_mol": 8.5, "charge": -2, "lumo_ev": 3.899}